2 unconnected molecules or ions with the total composition C3H12N2OS, computed with ωB97M-V with the def2-TZVPD basis set.

Each line ends with the natural charge from an NBO analysis.
Geometry (Å):
N 0.550 2.428 -1.408  -0.88
C -0.375 2.394 -0.244  -0.05
N -0.208 1.207 0.525  -0.66
C -1.148 0.121 0.430  -0.23
C -0.698 -1.038 1.314  -0.52
S -0.297 -2.586 0.444  -0.06
H 0.083 2.636 -2.281  0.37
H 1.298 3.100 -1.304  0.36
H -1.385 2.407 -0.636  0.18
H -0.210 3.302 0.338  0.18
H 0.342 1.293 1.361  0.38
H -1.169 -0.228 -0.605  0.20
H -2.176 0.417 0.680  0.17
H -1.446 -1.355 2.040  0.22
H 0.161 -0.743 1.916  0.21
H 0.758 -2.095 -0.224  0.16
O 1.978 -0.180 -1.136  -0.99
H 1.313 0.530 -1.088  0.50
H 2.790 0.257 -1.398  0.46

As for the HOMO-LUMO gap: 9.374 eV. The HOMO energy is -0.3136 Eh. The molecular weight comes out at 124.2 g mol⁻¹. As for the LUMO energy: 0.8 eV. The SMILES is NCNCCS.O. As for the charge: 0.

***

C2H4N4O2 in the gas phase at a distorted geometry, computed with ωB97M-V with the def2-TZVPD basis set.

Each line ends with the natural charge from an NBO analysis.
Geometry (Å):
H -1.430 2.358 0.205  0.36
N -1.625 1.419 -0.109  -0.71
C -0.508 0.806 -0.141  0.50
N 0.807 1.273 0.012  -0.58
C 1.533 0.226 0.005  0.81
O 2.824 0.164 -0.006  -0.62
O 0.938 -0.957 -0.143  -0.39
N -0.481 -0.585 -0.485  -0.01
N -1.338 -1.368 0.241  -0.62
H 3.088 -0.780 0.033  0.51
H -1.908 -0.752 0.833  0.38
H -1.900 -1.804 -0.446  0.37

As for the HOMO-LUMO gap: 9.982 eV. The HOMO energy is -0.3502 Eh. The molecular weight comes out at 116.1 g mol⁻¹. As for the LUMO energy: 0.5 eV. The SMILES is [H]/N=c1\nc(O)on1N. As for the charge: 0.

***

We obtain relative energy (zero: lowest compared OMol25 entry of this formula, charge and spin) values of 13.4, 34.6 kcal/mol for the records listed above, in that order.